6 unconnected molecules or ions with the total composition C17H30Br6O9, computed with wB97M-V/def2-TZVPD.

Each line ends with the natural charge from an NBO analysis.
Atoms and positions in Å:
Br1 6.0601 1.0101 -5.5279  -0.001
Br2 3.2628 1.2525 -1.8876  -0.011
Br3 -3.1074 -2.2591 1.1577  -0.005
Br4 2.6535 -1.2747 1.3395  -0.039
Br5 -1.7807 -6.1627 3.2251  -0.012
Br6 -0.6274 1.1698 -0.7589  -0.002
O1 -4.4733 4.2282 -0.0684  -0.492
O2 -4.6702 6.3625 0.0972  -0.493
O3 0.3072 -0.9087 4.1152  -0.600
O4 -1.1899 0.3869 -7.0853  -0.494
O5 -2.8813 1.3464 -5.9874  -0.563
O6 1.6741 -2.6985 4.1678  -0.478
O7 1.1621 -1.6323 6.0602  -0.487
O8 -2.6742 5.4290 0.5752  -0.641
O9 -1.0088 0.7791 -4.8938  -0.490
C1 4.0430 0.7445 -3.6052  -0.440
C2 1.9627 -2.7525 6.5072  0.070
C3 1.2517 0.0527 1.0105  -0.435
C4 1.2111 -3.5646 7.5258  -0.633
C5 5.4038 1.3558 -3.7285  -0.454
C6 -2.0383 -3.5931 2.0803  -0.450
C7 -1.8048 0.8870 -5.9702  0.972
C8 0.4835 -0.3316 -0.2493  -0.458
C9 0.1138 -0.0412 -6.7732  -0.093
C10 2.3424 -3.4270 5.1673  -0.096
C11 -4.1429 7.6358 0.4490  -0.257
C12 -2.7848 -4.8899 2.1650  -0.448
C13 -3.6789 3.0381 -0.0522  -0.260
C14 0.3174 0.3390 -5.2877  0.069
C15 0.7732 -0.7517 -4.3670  -0.639
C16 1.0078 -1.6637 4.7226  0.979
C17 -3.8211 5.3476 0.2308  0.980
H1 -0.1581 -1.1933 -0.0946  0.228
H2 0.6284 0.0123 1.8977  0.255
H3 -1.7461 -3.2460 3.0646  0.232
H4 6.0319 1.0248 -2.9002  0.234
H5 -3.7512 -4.7621 2.6411  0.229
H6 1.7738 -4.4981 7.6443  0.219
H7 1.8333 -0.9468 -4.6065  0.210
H8 0.9422 -0.3442 -3.3641  0.233
H9 -3.5374 8.0565 -0.3536  0.187
H10 -2.9555 -5.3280 1.1857  0.227
H11 -4.9926 8.3034 0.5829  0.192
H12 -3.5899 7.5807 1.3835  0.200
H13 0.8791 0.4187 -7.3930  0.195
H14 4.0441 -0.3371 -3.6867  0.227
H15 -4.2470 2.2010 -0.4436  0.201
H16 5.4190 2.4389 -3.6621  0.232
H17 1.7568 1.0055 0.9162  0.223
H18 3.3297 1.1223 -4.3313  0.217
H19 1.1935 -0.5387 -1.0443  0.223
H20 -1.1216 -3.6178 1.4993  0.227
H21 3.4242 -3.3496 5.0391  0.189
H22 -2.7819 3.1244 -0.6687  0.192
H23 0.2560 -1.7024 -4.3099  0.230
H24 2.1097 -4.4883 5.1140  0.194
H25 2.8593 -2.3203 6.9520  0.189
H26 -3.3327 2.8014 0.9555  0.193
H27 1.0446 -3.0236 8.4522  0.232
H28 0.9643 1.2056 -5.1364  0.186
H29 0.2211 -3.8857 7.1880  0.224
H30 0.1561 -1.1272 -6.8746  0.183

Properties
molecular weight	857.84	g/mol
highest occupied orbital energy	-9.992	eV
2S+1	1
F_max	2.1	eV/Å

---

5 unconnected molecules or ions with the total composition C30H56BrF2I2N2O19P, computed with wB97M-V/def2-TZVPD.

Each line ends with the Löwdin charge.
Atoms and positions in Å:
I1 5.8192 -1.6028 -1.9922  0.797
I2 -4.7867 -0.2171 -0.0189  0.678
Br1 1.6405 6.4619 0.2038  0.747
P1 1.2303 -3.1897 0.5049  0.785
F1 -0.9325 0.9564 2.5295  -0.148
F2 -0.2535 3.1372 0.5082  -0.011
O1 1.6196 -7.5558 -3.0146  0.106
O2 1.0285 -8.7221 -1.1255  -0.008
O3 2.8873 -1.1415 -0.1609  -0.200
O4 1.5200 -9.8502 -2.9450  -0.010
O5 -0.4726 -3.5516 0.5105  -0.229
O6 4.3853 10.5536 -1.1951  0.110
O7 -6.9293 -1.0175 5.3266  0.105
O8 -0.8115 5.9770 -1.2600  -0.084
O9 4.4637 8.6385 -2.4619  -0.011
O10 -7.6580 -3.2116 0.8865  -0.036
O11 3.7706 2.4922 1.7189  -0.100
O12 -8.7920 -5.2064 0.7705  0.111
O13 -5.1954 -1.0794 6.8328  -0.010
O14 1.0114 1.4930 -0.8877  -0.074
O15 2.1056 -4.6850 0.1255  -0.265
O16 3.6830 4.8565 2.5558  -0.043
O17 -6.7614 -4.8647 -0.2485  -0.014
O18 -4.9573 -2.1220 4.9141  -0.006
O19 4.4354 10.5783 -3.4920  -0.012
N1 0.9079 -1.8403 -3.2093  -0.044
N2 1.8142 -2.7471 1.9851  -0.218
C1 -3.4929 0.9074 -1.3909  -0.669
C2 3.5149 3.5383 2.7501  -0.256
C3 -5.4726 -2.5052 3.6406  -0.052
C4 3.0340 3.0537 4.2764  -0.021
C5 4.3971 12.0033 -3.4481  -0.053
C6 -2.5092 2.0176 -0.6167  -0.256
C7 1.9869 1.3154 0.1768  -0.280
C8 -7.8346 -4.4996 0.4972  -0.559
C9 -1.2415 2.2641 -1.6215  -0.095
C10 2.8767 2.6568 0.5603  -0.112
C11 1.9182 -9.8795 -4.3143  -0.052
C12 0.8724 -7.4795 -0.4430  -0.064
C13 -8.7182 -2.6893 1.6848  -0.051
C14 -0.1006 0.1314 1.5745  -0.104
C15 5.9758 1.6056 -2.0035  -0.170
C16 0.3759 5.4216 -1.0015  -0.568
C17 -6.8106 -6.2063 -0.7302  -0.053
C18 4.4570 7.8761 -1.2564  -0.084
C19 1.6987 -1.7484 -0.7300  -0.302
C20 3.1103 0.2560 -0.4789  -0.209
C21 3.4131 0.5841 -2.0806  -0.155
C22 1.4261 0.7123 1.5916  -0.050
C23 -5.9793 -0.2873 7.7228  -0.053
C24 4.9952 0.3479 -2.5080  -0.744
C25 1.4107 -8.6028 -2.4221  -0.558
C26 -5.8081 -1.3704 5.6574  -0.556
C27 0.1749 2.6677 -0.8221  -0.330
C28 1.8710 -2.4795 -2.1863  -0.216
C29 0.7404 3.9801 -1.6944  -0.058
C30 4.4242 9.9816 -2.2732  -0.558
H1 3.4757 12.3501 -2.9690  0.099
H2 1.4099 1.6264 2.3606  0.121
H3 5.2768 12.3975 -2.9292  0.098
H4 -8.4720 -1.6545 1.9385  0.096
H5 -0.9729 1.3401 -2.3068  0.123
H6 3.4238 3.7914 5.1205  0.104
H7 0.3958 3.9341 -2.8329  0.150
H8 3.2576 1.7656 -2.1758  0.110
H9 5.3844 2.6162 -2.0316  0.071
H10 -0.5071 -4.5605 0.6769  0.096
H11 -5.9037 -6.3896 -1.3129  0.093
H12 6.8855 1.7292 -2.7568  0.094
H13 3.4909 1.9856 4.5468  0.101
H14 -4.7097 -3.1019 3.1330  0.099
H15 1.8214 -6.9343 -0.4119  0.074
H16 -0.1220 -0.9557 2.0510  0.105
H17 4.4101 12.3736 -4.4768  0.093
H18 4.1407 0.5440 0.0555  0.168
H19 0.7380 -1.0875 -0.7856  0.125
H20 1.9315 3.9266 -1.7403  0.115
H21 1.8689 2.9149 4.3038  0.092
H22 -6.8332 -6.9153 0.1037  0.099
H23 -1.5764 3.1249 -2.3774  0.134
H24 -4.0467 1.3727 -2.3206  0.072
H25 2.1405 -0.0889 2.1018  0.139
H26 -6.3703 -3.1211 3.7569  0.093
H27 4.4909 6.8170 -1.5262  0.086
H28 6.3008 1.3465 -0.9095  0.073
H29 5.0108 0.4239 -3.6973  0.093
H30 0.6908 -0.8534 -2.9511  0.040
H31 0.5655 -7.6944 0.5843  0.098
H32 3.5856 2.9264 -0.3615  0.136
H33 -0.6003 0.0255 0.5249  0.108
H34 0.9588 -2.7559 2.6148  -0.011
H35 -2.7293 0.1101 -1.8445  0.047
H36 2.6398 0.1113 -2.8173  0.109
H37 1.9734 -10.9257 -4.6278  0.094
H38 -3.1872 2.9506 -0.4215  0.126
H39 -6.2106 0.6839 7.2733  0.099
H40 1.1798 -9.3705 -4.9421  0.098
H41 2.2430 3.6186 0.7635  0.100
H42 5.3392 8.1053 -0.6499  0.103
H43 2.9341 -2.3914 -2.6685  0.074
H44 -5.6836 -1.6227 3.0280  0.073
H45 -9.6597 -2.6920 1.1259  0.100
H46 -6.8973 -0.8144 8.0023  0.098
H47 -8.8171 -3.2576 2.6153  0.098
H48 2.9089 -9.4303 -4.4379  0.099
H49 -2.2491 1.5311 0.4143  0.075
H50 2.9998 -4.6148 0.5888  0.097
H51 0.0413 -2.4131 -3.3129  0.071
H52 1.5934 -3.6285 -2.1979  0.122
H53 -5.3919 -0.1157 8.6290  0.094
H54 -7.6758 -6.3496 -1.3856  0.099
H55 0.0921 -6.8746 -0.9161  0.094
H56 3.5381 8.0579 -0.6898  0.009

Properties
molecular weight	1151.46	g/mol
highest occupied orbital energy	-8.868	eV
2S+1	1
F_max	8.9	eV/Å

---

Ordered LUMO results: 0.33, -0.39; unit eV.